Molecular formula: C5H6Cl2N2
Method: DFT, ωB97M-V/def2-TZVPD

Geometry as XYZ:
```
15
C5H6Cl2N2, DFT ωB97M-V/def2-TZVPD
C -1.14224 0.79431 1.48701
C 0.15910 0.35630 1.71472
C -1.85375 0.24778 0.44516
C 0.64496 -0.66876 0.91503
C -0.20746 -1.12750 -0.10308
N -1.40149 -0.61301 -0.40086
N 1.31982 0.19437 -2.28214
Cl 2.18478 -1.41296 1.17831
Cl 0.28800 -2.36077 -1.18208
H -1.53842 1.53468 2.03515
H 0.67636 0.57987 2.56766
H -2.85212 0.76916 0.14256
H 1.23259 0.88096 -3.05753
H 1.98834 0.59699 -1.68745
H 0.50152 0.22858 -1.77245
```

**Max |F|**: 0.087 hartree/bohr
**LUMO level**: 0.354 eV
**Energy**: -1223.99655 hartree
**ΔE to the lowest compared entry with this formula, charge and spin**: 0.770 eV
**Frontier orbital gap**: 9.6876 eV
**HOMO energy**: -9.3 eV
**SMILES**: Clc1cccnc1Cl.N

Charges per atom according to Löwdin partitioning, unit e: atom 1 (C): -0.048, atom 2 (C): -0.058, atom 3 (C): -0.175, atom 4 (C): -0.672, atom 5 (C): -0.782, atom 6 (N): 0.048, atom 7 (N): 0.026, atom 8 (Cl): 0.684, atom 9 (Cl): 0.715, atom 10 (H): 0.066, atom 11 (H): 0.083, atom 12 (H): 0.146, atom 13 (H): 0.045, atom 14 (H): -0.008, atom 15 (H): -0.070

***

Molecular formula: C16H30IN4O4ReS3Si4
Method: DFT, ωB97M-V/def2-TZVPD

Geometry as XYZ:
```
63
C16H30IN4O4ReS3Si4, DFT ωB97M-V/def2-TZVPD
Re 1.96472 0.33888 -0.07205
S 2.06470 0.45876 2.22314
C 3.69619 0.42183 2.74106
C 3.93242 0.47271 4.16310
N 4.09161 0.51186 5.30158
C 4.71648 0.33149 1.83710
S 4.45147 0.30584 0.16265
C 6.08791 0.28613 2.30291
N 7.18006 0.25003 2.65814
O 1.74687 2.61367 -3.24678
S 2.39216 1.78201 -2.27404
O 3.82429 1.68705 -2.37034
O 1.76102 0.36375 -2.21734
O 1.95008 2.22699 -0.82191
I 3.25816 -5.69766 0.93715
C 2.63193 -3.92600 0.12035
C 2.15736 -3.71474 -1.16025
N 1.84287 -2.42234 -1.24929
N 2.08545 -1.77822 -0.10342
C 2.57530 -2.67705 0.74216
H 2.02242 -4.38745 -1.98937
H 1.51285 -1.88233 -2.03987
H 2.85577 -2.38287 1.74011
C -0.92809 -2.81434 1.20992
Si -1.57191 -1.05972 1.37176
C -1.30547 -0.48873 3.13503
C -3.44728 -1.21886 1.22299
Si -0.63377 0.38899 -0.22083
Si -1.30973 2.53987 0.34865
C -3.13610 2.55382 0.80490
C -1.10943 3.75250 -1.06039
C -0.37807 3.11332 1.86101
Si -1.55653 -0.17583 -2.29919
C -3.40121 -0.50952 -2.17270
C -0.85114 -1.75783 -3.03896
C -1.41647 1.15828 -3.60065
H -1.51206 -3.47292 1.86007
H 0.11907 -2.89307 1.50845
H -1.01286 -3.18546 0.18486
H -1.67771 -1.25218 3.82563
H -1.85794 0.43623 3.32038
H -0.25906 -0.29804 3.37480
H -3.86927 -1.74683 2.08437
H -3.72821 -1.77462 0.32837
H -3.91978 -0.23730 1.16388
H -3.75091 2.16586 -0.01150
H -3.46715 3.57647 1.01587
H -3.33360 1.94942 1.69278
H -2.01491 3.75935 -1.67261
H -0.26695 3.50831 -1.71245
H -0.94708 4.75938 -0.66616
H -0.64830 2.50785 2.72900
H -0.60592 4.16076 2.07973
H 0.70094 3.02408 1.71982
H -3.63672 -1.45183 -1.67878
H -3.81202 -0.54803 -3.18740
H -3.91716 0.28655 -1.63051
H -0.76910 -2.56411 -2.30607
H 0.12885 -1.55965 -3.48183
H -1.49894 -2.10115 -3.85072
H -2.28076 1.82558 -3.54352
H -1.40253 0.69642 -4.59256
H -0.51678 1.76464 -3.50029
```

**Max |F|**: 0.031 hartree/bohr
**Multiplicity**: 2
**LUMO level (spin up / spin down)**: 0.673 / 1.208 eV
**Energy**: -3876.38377 hartree
**Net charge**: -1
**ΔE to the lowest compared entry with this formula, charge and spin**: 1.067 eV
**Frontier orbital gap (spin up / spin down)**: 6.0803 / 6.4271 eV
**HOMO energy (spin up / spin down)**: -5.4 / -5.2 eV

Charges per atom according to Löwdin partitioning, unit e: atom 1 (Re): 0.886, atom 2 (S): 0.679, atom 3 (C): -0.706, atom 4 (C): -0.279, atom 5 (N): 0.149, atom 6 (C): -0.741, atom 7 (S): 0.745, atom 8 (C): -0.266, atom 9 (N): 0.158, atom 10 (O): -0.290, atom 11 (S): 0.310, atom 12 (O): -0.356, atom 13 (O): -0.541, atom 14 (O): -0.526, atom 15 (I): 0.882, atom 16 (C): -0.770, atom 17 (C): -0.119, atom 18 (N): 0.041, atom 19 (N): -0.182, atom 20 (C): -0.204, atom 21 (H): 0.128, atom 22 (H): 0.111, atom 23 (H): 0.113, atom 24 (C): -0.218, atom 25 (Si): 0.314, atom 26 (C): -0.231, atom 27 (C): -0.222, atom 28 (Si): 0.358, atom 29 (Si): 0.320, atom 30 (C): -0.228, atom 31 (C): -0.206, atom 32 (C): -0.227, atom 33 (Si): 0.337, atom 34 (C): -0.229, atom 35 (C): -0.229, atom 36 (C): -0.206, atom 37 (H): 0.032, atom 38 (H): 0.004, atom 39 (H): 0.018, atom 40 (H): 0.030, atom 41 (H): 0.019, atom 42 (H): -0.031, atom 43 (H): 0.029, atom 44 (H): 0.002, atom 45 (H): 0.009, atom 46 (H): 0.015, atom 47 (H): 0.028, atom 48 (H): 0.010, atom 49 (H): 0.025, atom 50 (H): 0.006, atom 51 (H): 0.031, atom 52 (H): 0.017, atom 53 (H): 0.031, atom 54 (H): -0.002, atom 55 (H): 0.007, atom 56 (H): 0.030, atom 57 (H): 0.018, atom 58 (H): 0.008, atom 59 (H): 0.016, atom 60 (H): 0.032, atom 61 (H): 0.028, atom 62 (H): 0.033, atom 63 (H): 0.001

***

Molecular formula: C4H3N
Method: DFT, ωB97M-V/def2-TZVPD

Geometry as XYZ:
```
8
C4H3N, DFT ωB97M-V/def2-TZVPD
C 1.22659 -0.23320 0.25441
C -0.67109 1.41821 0.12784
C 0.43672 0.93907 0.30165
C 0.28771 -1.08263 -0.17132
N -0.84023 -1.22241 -0.65067
H 2.23146 -0.19516 0.35637
H -1.12622 2.38093 0.30414
H -1.54494 -2.00483 -0.52243
```

**Max |F|**: 0.068 hartree/bohr
**LUMO level**: -0.389 eV
**Energy**: -208.77632 hartree
**ΔE to the lowest compared entry with this formula, charge and spin**: 3.415 eV
**Frontier orbital gap**: 7.8335 eV
**HOMO energy**: -8.2 eV
**SMILES**: C#CC=C=N

Charges per atom according to Löwdin partitioning, unit e: atom 1 (C): -0.102, atom 2 (C): 0.077, atom 3 (C): -0.178, atom 4 (C): -0.161, atom 5 (N): 0.155, atom 6 (H): 0.057, atom 7 (H): 0.033, atom 8 (H): 0.119

***

Molecular formula: C2H5N5O
Method: DFT, ωB97M-V/def2-TZVPD

Geometry as XYZ:
```
13
C2H5N5O, DFT ωB97M-V/def2-TZVPD
C 0.18248 -0.52768 1.65720
C 0.42236 0.57799 -1.39377
N -0.93609 -0.10318 2.33647
N -0.18245 -0.16891 -2.34603
N -0.19282 -1.07606 0.16897
N 0.16783 0.09209 -0.03308
N 1.11287 1.62028 -1.59360
O 1.22794 -0.85092 2.15468
H -0.96807 -0.42500 3.29098
H -1.82048 -0.09665 1.85351
H -0.48446 -1.09614 -2.07021
H 0.10698 -0.03316 -3.29760
H 1.36390 2.08734 -0.72752
```

**Max |F|**: 0.082 hartree/bohr
**LUMO level**: -0.338 eV
**Energy**: -428.14992 hartree
**ΔE to the lowest compared entry with this formula, charge and spin**: 1.992 eV
**Frontier orbital gap**: 8.9540 eV
**HOMO energy**: -9.3 eV

Charges per atom according to Löwdin partitioning, unit e: atom 1 (C): -0.597, atom 2 (C): -0.523, atom 3 (N): 0.144, atom 4 (N): 0.128, atom 5 (N): 0.194, atom 6 (N): 0.008, atom 7 (N): 0.139, atom 8 (O): 0.078, atom 9 (H): 0.107, atom 10 (H): 0.091, atom 11 (H): 0.078, atom 12 (H): 0.103, atom 13 (H): 0.049

***

Molecular formula: C5H6O3
Method: DFT, ωB97M-V/def2-TZVPD

Geometry as XYZ:
```
14
C5H6O3, DFT ωB97M-V/def2-TZVPD
C 0.07788 -0.76352 0.23208
C 1.45364 -0.77586 -0.47747
C 0.64905 1.40027 -0.36061
C -0.26044 0.69144 0.33174
C -1.58936 0.93024 0.71549
H -1.67470 -1.38090 -0.27568
H 0.09243 -1.22534 1.27274
H 1.49683 -1.41997 -1.36911
H 2.30100 -0.99467 0.20298
H 0.80035 2.49077 -0.55543
H -1.94996 1.98779 0.82372
O -0.76276 -1.55149 -0.61265
O 1.65340 0.61854 -0.94564
O -2.28734 -0.00730 1.01783
```

**Max |F|**: 0.046 hartree/bohr
**LUMO level**: 0.132 eV
**Energy**: -419.79057 hartree
**ΔE to the lowest compared entry with this formula, charge and spin**: 1.329 eV
**Frontier orbital gap**: 9.7152 eV
**HOMO energy**: -9.6 eV
**SMILES**: O=CC1=COC[C@@H]1O

Charges per atom according to Löwdin partitioning, unit e: atom 1 (C): -0.310, atom 2 (C): -0.052, atom 3 (C): 0.008, atom 4 (C): -0.169, atom 5 (C): -0.242, atom 6 (H): 0.091, atom 7 (H): 0.171, atom 8 (H): 0.134, atom 9 (H): 0.131, atom 10 (H): 0.155, atom 11 (H): 0.140, atom 12 (O): -0.031, atom 13 (O): -0.068, atom 14 (O): 0.041

***

Molecular formula: C5H13NOS
Method: DFT, ωB97M-V/def2-TZVPD

Geometry as XYZ:
```
21
C5H13NOS, DFT ωB97M-V/def2-TZVPD
C -0.78016 -0.69938 0.88980
N -0.78501 -0.73610 -0.57898
C 0.37949 -0.10264 -1.19055
C 0.75857 1.34098 -0.79661
S -0.33552 2.46944 -1.56228
C 1.60789 -0.99425 -0.81245
O 2.42848 -0.39658 0.20473
C -2.09931 -0.30042 1.50579
H -0.06617 -0.09027 1.45871
H -0.49914 -1.68264 1.29906
H -1.61559 -0.20948 -0.81187
H 0.28557 -0.25855 -2.26518
H 0.82090 1.47275 0.29144
H 1.82559 1.46256 -0.95891
H -0.75333 3.29538 -0.59932
H 2.21620 -1.10041 -1.71659
H 1.32473 -1.95006 -0.37288
H 2.72445 -1.03968 0.85926
H -2.88102 -1.06725 1.56906
H -1.90859 0.04591 2.52575
H -2.64801 0.54070 1.06202
```

**Max |F|**: 0.043 hartree/bohr
**LUMO level**: 0.769 eV
**Energy**: -726.43596 hartree
**ΔE to the lowest compared entry with this formula, charge and spin**: 1.772 eV
**Frontier orbital gap**: 9.6411 eV
**HOMO energy**: -8.9 eV
**SMILES**: CCN[C@H](CO)CS

Charges per atom according to Löwdin partitioning, unit e: atom 1 (C): -0.303, atom 2 (N): -0.026, atom 3 (C): -0.402, atom 4 (C): -0.585, atom 5 (S): 0.746, atom 6 (C): -0.190, atom 7 (O): -0.102, atom 8 (C): -0.107, atom 9 (H): 0.102, atom 10 (H): 0.110, atom 11 (H): 0.082, atom 12 (H): 0.131, atom 13 (H): 0.079, atom 14 (H): 0.076, atom 15 (H): -0.151, atom 16 (H): 0.115, atom 17 (H): 0.117, atom 18 (H): 0.091, atom 19 (H): 0.072, atom 20 (H): 0.072, atom 21 (H): 0.074

***

Molecular formula: C4H14N
Method: DFT, ωB97M-V/def2-TZVPD

Geometry as XYZ:
```
19
C4H14N, DFT ωB97M-V/def2-TZVPD
C 1.74768 2.50948 -1.11217
C 1.13854 1.65537 -0.05402
H 2.81999 2.42296 -1.32283
H 1.35554 2.41021 -2.12842
H 1.39846 3.58381 -0.97412
H 1.32383 0.52789 -0.25068
H -0.06085 1.73956 -0.08623
H 1.39820 2.02716 1.00405
C -0.45997 -0.97511 1.48299
N -1.45818 -1.72521 0.69642
C -1.20097 -2.00957 -0.80944
H -0.74255 -0.96713 2.62114
H -0.55097 0.12898 1.16041
H 0.46550 -1.38095 1.17307
H -1.59422 -2.63654 1.10331
H -2.39547 -1.28272 0.81398
H -0.24870 -2.48452 -0.92358
H -2.01300 -2.60259 -1.36215
H -0.92284 -0.94107 -1.03173
```

**Max |F|**: 0.067 hartree/bohr
**Multiplicity**: 2
**LUMO level (spin up / spin down)**: -6.800 / -14.853 eV
**Energy**: -214.70149 hartree
**Net charge**: +2
**ΔE to the lowest compared entry with this formula, charge and spin**: 1.992 eV
**Frontier orbital gap (spin up / spin down)**: 14.5053 / 6.4738 eV
**HOMO energy (spin up / spin down)**: -21.3 / -21.3 eV

Charges per atom according to Löwdin partitioning, unit e: atom 1 (C): 0.033, atom 2 (C): -0.064, atom 3 (H): 0.157, atom 4 (H): 0.197, atom 5 (H): 0.187, atom 6 (H): 0.123, atom 7 (H): 0.165, atom 8 (H): 0.189, atom 9 (C): -0.013, atom 10 (N): -0.065, atom 11 (C): 0.048, atom 12 (H): 0.168, atom 13 (H): 0.088, atom 14 (H): 0.085, atom 15 (H): 0.166, atom 16 (H): 0.196, atom 17 (H): 0.087, atom 18 (H): 0.153, atom 19 (H): 0.097

***

Copy entry 5 word for word.
Molecular formula: C5H6O3
Method: DFT, ωB97M-V/def2-TZVPD

Geometry as XYZ:
```
14
C5H6O3, DFT ωB97M-V/def2-TZVPD
C 0.07788 -0.76352 0.23208
C 1.45364 -0.77586 -0.47747
C 0.64905 1.40027 -0.36061
C -0.26044 0.69144 0.33174
C -1.58936 0.93024 0.71549
H -1.67470 -1.38090 -0.27568
H 0.09243 -1.22534 1.27274
H 1.49683 -1.41997 -1.36911
H 2.30100 -0.99467 0.20298
H 0.80035 2.49077 -0.55543
H -1.94996 1.98779 0.82372
O -0.76276 -1.55149 -0.61265
O 1.65340 0.61854 -0.94564
O -2.28734 -0.00730 1.01783
```

**Max |F|**: 0.046 hartree/bohr
**LUMO level**: 0.132 eV
**Energy**: -419.79057 hartree
**ΔE to the lowest compared entry with this formula, charge and spin**: 1.329 eV
**Frontier orbital gap**: 9.7152 eV
**HOMO energy**: -9.6 eV
**SMILES**: O=CC1=COC[C@@H]1O

Charges per atom according to Löwdin partitioning, unit e: atom 1 (C): -0.310, atom 2 (C): -0.052, atom 3 (C): 0.008, atom 4 (C): -0.169, atom 5 (C): -0.242, atom 6 (H): 0.091, atom 7 (H): 0.171, atom 8 (H): 0.134, atom 9 (H): 0.131, atom 10 (H): 0.155, atom 11 (H): 0.140, atom 12 (O): -0.031, atom 13 (O): -0.068, atom 14 (O): 0.041

***

Which of these has the lowest energy?
C16H30IN4O4ReS3Si4

***

Repeat the sixth record exactly.
Molecular formula: C5H13NOS
Method: DFT, ωB97M-V/def2-TZVPD

Geometry as XYZ:
```
21
C5H13NOS, DFT ωB97M-V/def2-TZVPD
C -0.78016 -0.69938 0.88980
N -0.78501 -0.73610 -0.57898
C 0.37949 -0.10264 -1.19055
C 0.75857 1.34098 -0.79661
S -0.33552 2.46944 -1.56228
C 1.60789 -0.99425 -0.81245
O 2.42848 -0.39658 0.20473
C -2.09931 -0.30042 1.50579
H -0.06617 -0.09027 1.45871
H -0.49914 -1.68264 1.29906
H -1.61559 -0.20948 -0.81187
H 0.28557 -0.25855 -2.26518
H 0.82090 1.47275 0.29144
H 1.82559 1.46256 -0.95891
H -0.75333 3.29538 -0.59932
H 2.21620 -1.10041 -1.71659
H 1.32473 -1.95006 -0.37288
H 2.72445 -1.03968 0.85926
H -2.88102 -1.06725 1.56906
H -1.90859 0.04591 2.52575
H -2.64801 0.54070 1.06202
```

**Max |F|**: 0.043 hartree/bohr
**LUMO level**: 0.769 eV
**Energy**: -726.43596 hartree
**ΔE to the lowest compared entry with this formula, charge and spin**: 1.772 eV
**Frontier orbital gap**: 9.6411 eV
**HOMO energy**: -8.9 eV
**SMILES**: CCN[C@H](CO)CS

Charges per atom according to Löwdin partitioning, unit e: atom 1 (C): -0.303, atom 2 (N): -0.026, atom 3 (C): -0.402, atom 4 (C): -0.585, atom 5 (S): 0.746, atom 6 (C): -0.190, atom 7 (O): -0.102, atom 8 (C): -0.107, atom 9 (H): 0.102, atom 10 (H): 0.110, atom 11 (H): 0.082, atom 12 (H): 0.131, atom 13 (H): 0.079, atom 14 (H): 0.076, atom 15 (H): -0.151, atom 16 (H): 0.115, atom 17 (H): 0.117, atom 18 (H): 0.091, atom 19 (H): 0.072, atom 20 (H): 0.072, atom 21 (H): 0.074

***

ΔE to the lowest compared entry with this formula, charge and spin of number 6 (C5H13NOS)?
1.772 eV